1.
Entry from OMol25: 3 unconnected molecules or ions with the total composition C4H13NO3 at a distorted geometry (ωB97M-V/def2-TZVPD).

Output
- ΔE to the lowest compared entry with this formula, charge and spin: 8.345 eV
- M: 123.15 g mol⁻¹
- E_LUMO: -4.09 eV
- Gap between HOMO and LUMO: 3.44 eV

Geometry as ORCA input:
```
! RIJCOSX wB97M-V def2-TZVPD def2/J DEFGRID3
* xyz 0 1
C 1.8346 0.4605 -1.5569
C 2.1075 0.2524 -0.1553
N 0.7686 0.3138 0.4932
C 0.0571 1.6288 0.4561
C -0.1291 -0.7842 0.1826
O 2.6858 -1.0421 0.0489
H 0.8714 0.0933 -1.8854
H 2.4947 0.9645 -2.2514
H 2.6005 1.0472 0.4044
H -0.9262 1.3665 0.8653
H 0.1349 2.1455 -0.4891
H 0.4718 2.3276 1.2009
H -0.4735 -0.8718 -0.8656
H 0.3705 -1.7237 0.3939
H -1.0975 -0.6766 0.6878
H -3.9177 -1.8676 0.6530
H 2.3644 -1.5459 -0.6985
O -3.1232 -1.5812 0.2045
H -3.2518 1.6569 0.1640
H -3.2006 -0.5205 0.1477
O -2.6994 0.8790 0.2625
*
```

***

2.
Entry from OMol25: 3 unconnected molecules or ions with the total composition C4H13NO3 at a distorted geometry (ωB97M-V/def2-TZVPD).

Output
- ΔE to the lowest compared entry with this formula, charge and spin: 0.770 eV
- M: 123.15 g mol⁻¹
- SMILES: CCCC(N)=O.O.O
- E_LUMO: 0.64 eV
- Gap between HOMO and LUMO: 10.46 eV

Geometry as ORCA input:
```
! RIJCOSX wB97M-V def2-TZVPD def2/J DEFGRID3
* xyz 0 1
C 1.1991 -1.4219 1.3014
C 0.4120 -0.7543 0.1526
C -0.1694 -1.6867 -0.8867
C -1.1432 -2.6960 -0.3479
N -1.5570 -3.6830 -1.1927
O -1.5477 -2.6963 0.8027
H 2.1981 -1.7439 0.9878
H 0.7595 -2.3730 1.5813
H 1.2133 -0.7127 2.0886
H -0.3723 -0.1632 0.6237
H 1.0918 0.0273 -0.1817
H -0.6305 -1.1098 -1.6942
H 0.6658 -2.2651 -1.2962
H -1.2442 -3.7880 -2.1371
H -1.9708 -4.4753 -0.7373
O -0.7038 4.9154 1.0647
H -0.6447 3.9705 1.2082
H -1.0381 5.2855 1.8847
O 2.7406 5.3947 -0.8892
H 2.8015 6.3578 -0.7803
H 1.8241 5.3397 -1.1983
*
```

***

3.
Entry from OMol25: 3 unconnected molecules or ions with the total composition C4H13NO3 at a distorted geometry (ωB97M-V/def2-TZVPD).

Output
- ΔE to the lowest compared entry with this formula, charge and spin: 1.814 eV
- M: 123.15 g mol⁻¹
- SMILES: NCCCC=O.O.O
- E_LUMO: 0.28 eV
- Gap between HOMO and LUMO: 9.73 eV

Geometry as ORCA input:
```
! RIJCOSX wB97M-V def2-TZVPD def2/J DEFGRID3
* xyz 0 1
N 0.9484 0.0354 2.2929
C 0.8476 -1.3168 1.7744
C -0.1002 -1.5100 0.5679
C 0.7008 -1.3519 -0.7457
C 0.0120 -0.6595 -1.8590
O -0.7473 0.2676 -1.6654
H 0.8686 0.6946 1.5294
H 0.1588 0.1903 2.9014
H 0.5732 -2.0231 2.5582
H 1.8136 -1.7306 1.4698
H -0.4830 -2.5339 0.6402
H -0.9913 -0.8895 0.5642
H 1.3620 -2.1839 -0.9844
H 1.5033 -0.6387 -0.4826
H 0.3869 -0.7874 -2.8896
O -2.2899 2.5168 -2.0674
H -1.4562 2.0613 -2.2353
H -2.7635 1.9588 -1.4442
O -0.0657 2.7012 0.4148
H 0.0163 3.3166 -0.3214
H -0.2942 1.8827 -0.0183
*
```

***

4.
Entry from OMol25: 3 unconnected molecules or ions with the total composition C4H13NO3 at a distorted geometry (ωB97M-V/def2-TZVPD).

Output
- <S²>: 0.755
- ΔE to the lowest compared entry with this formula, charge and spin: 3.556 eV
- M: 123.15 g mol⁻¹
- E_LUMO (alpha / beta): -3.40 / -8.15 eV
- Gap between HOMO and LUMO (alpha / beta): 11.16 / 6.39 eV

Geometry as ORCA input:
```
! RIJCOSX wB97M-V def2-TZVPD def2/J DEFGRID3
* xyz 1 2
C 1.3660 -1.8316 0.7281
N 1.4656 -0.4208 0.1184
C 0.5290 0.3237 0.9163
C 1.2836 -0.2923 -1.3282
C 1.5104 1.1721 -1.8530
O 0.6699 1.4202 -2.6578
H 1.7406 -2.6510 0.0682
H 1.9230 -1.5656 1.7330
H 0.2788 -2.0190 0.8769
H 0.7455 0.0927 1.9807
H -0.5436 0.2445 0.5073
H 0.6883 1.4672 0.7551
H 0.1834 -0.4930 -1.6350
H 1.7655 -0.9468 -1.8991
H 2.3147 1.7872 -1.4155
H -3.6709 -1.5050 1.5565
H -2.6633 -2.4065 0.6212
O -2.7096 -1.8330 1.3683
H -1.6257 1.5332 1.5073
H -2.6442 2.3423 2.1700
O -2.5710 1.7671 1.4852
*
```

***

5.
Entry from OMol25: 3 unconnected molecules or ions with the total composition C4H13NO4S at a distorted geometry (ωB97M-V/def2-TZVPD).

Output
- <S²>: 0.754
- M: 171.22 g mol⁻¹
- E_LUMO (alpha / beta): 3.16 / 3.15 eV
- Gap between HOMO and LUMO (alpha / beta): 4.05 / 7.49 eV

Geometry as ORCA input:
```
! RIJCOSX wB97M-V def2-TZVPD def2/J DEFGRID3
* xyz -1 2
O -1.2756 -0.2112 1.3907
C -1.3431 0.1920 0.1712
C -0.0761 0.6550 -0.5242
C 0.6232 -0.5804 -1.2138
S 0.5756 -0.6017 -3.0200
N 0.8624 1.2056 0.4714
C 0.8202 2.6496 0.5725
O -0.3517 3.2928 0.0559
H -2.2685 0.2981 -0.4176
H -0.2378 1.3693 -1.3226
H 1.6618 -0.5873 -0.9181
H 0.1673 -1.4891 -0.8959
H -0.5278 0.1474 -3.1647
H 0.6187 0.7233 1.3261
H 0.8707 2.9568 1.6212
H 1.6443 3.0255 -0.0129
H -1.0824 2.6621 0.1605
H 0.1364 -2.0504 2.9467
H 1.1560 -1.6094 1.8886
O 1.0761 -1.9849 2.7762
H -1.8455 -2.6798 0.9688
H -0.8296 -3.8449 1.2741
O -1.1865 -3.0121 1.5842
*
```

***

6.
Entry from OMol25: 3 unconnected molecules or ions with the total composition C4H13NO4S at a distorted geometry (ωB97M-V/def2-TZVPD).

Output
- ΔE to the lowest compared entry with this formula, charge and spin: 0.608 eV
- M: 171.22 g mol⁻¹
- SMILES: O=C(O)NCCCS.O.O
- E_LUMO: 0.27 eV
- Gap between HOMO and LUMO: 9.62 eV

Geometry as ORCA input:
```
! RIJCOSX wB97M-V def2-TZVPD def2/J DEFGRID3
* xyz 0 1
O -2.5395 -0.0291 -2.2375
C -1.9918 -0.3295 -1.1999
O -2.4594 -1.3048 -0.3835
N -0.8922 0.3419 -0.7371
C -0.2411 0.1230 0.5530
C -0.3558 1.3375 1.4991
C 1.0020 1.9348 1.8356
S 1.6303 2.7524 0.3437
H -1.9230 -2.1109 -0.4508
H -0.7252 1.1855 -1.2570
H 0.8197 -0.0365 0.3584
H -0.6890 -0.7611 0.9613
H -0.9935 2.1018 1.0707
H -0.8635 1.0865 2.4332
H 0.9769 2.6578 2.6464
H 1.6654 1.1404 2.1900
H 2.9407 2.7810 0.6179
O -0.3683 -3.0338 -0.6651
H -0.0955 -3.8397 -0.2185
H 0.4318 -2.5974 -1.0093
O 1.4594 -1.3799 -1.8735
H 0.8414 -0.8656 -2.4039
H 2.3702 -1.1543 -2.0733
*
```

***

7.
Entry from OMol25: 2 unconnected molecules or ions with the total composition C4H13NOP at a distorted geometry (ωB97M-V/def2-TZVPD).

Output
- ΔE to the lowest compared entry with this formula, charge and spin: 5.549 eV
- M: 122.13 g mol⁻¹
- E_LUMO (alpha / beta): -3.36 / -5.14 eV
- Gap between HOMO and LUMO (alpha / beta): 9.93 / 5.57 eV

Geometry as ORCA input:
```
! RIJCOSX wB97M-V def2-TZVPD def2/J DEFGRID3
* xyz 1 1
C 0.5621 -0.8497 0.9952
C 2.0560 -0.4849 -0.7864
C 1.4542 1.3782 0.5920
C -0.2955 0.3495 -0.9557
N 0.9246 0.1840 -0.1009
O -3.6230 -0.9327 -0.4330
P -3.7000 0.6486 -0.4711
H -0.0402 -1.6751 0.6672
H 1.4931 -1.2198 1.4789
H -0.1760 -0.3116 1.6247
H 2.8003 -0.9781 -0.1184
H 1.5875 -1.2724 -1.3102
H 2.6190 0.4390 -1.3671
H 0.7361 1.7400 1.3722
H 2.3876 1.2186 1.2562
H 1.6051 2.1058 -0.1565
H -1.1017 -0.1770 -0.5979
H 0.0573 0.3355 -2.0022
H -4.3975 -1.3423 0.1061
H -4.9489 0.8444 0.2070
*
```

***

8.
Entry from OMol25: 2 unconnected molecules or ions with the total composition C4H13NOS at a distorted geometry (ωB97M-V/def2-TZVPD).

Output
- <S²>: 0.750
- ΔE to the lowest compared entry with this formula, charge and spin: 1.324 eV
- M: 123.22 g mol⁻¹
- E_LUMO (alpha / beta): 3.20 / 3.52 eV
- Gap between HOMO and LUMO (alpha / beta): 2.09 / 9.14 eV

Geometry as ORCA input:
```
! RIJCOSX wB97M-V def2-TZVPD def2/J DEFGRID3
* xyz -1 2
C 1.0644 -0.7341 0.3702
C -0.3317 -0.6952 1.0886
C -0.8787 0.6660 1.5758
S -0.0133 1.4226 3.1009
C 1.1830 0.2303 -0.9485
N 0.6354 -0.3960 -2.2042
H 1.8614 -0.3289 1.0967
H 1.4420 -1.7279 0.1685
H -0.9380 -1.2433 0.3815
H -0.3501 -1.3589 1.9315
H -0.7732 1.5630 0.8950
H -1.9562 0.6564 1.8574
H 1.1340 1.1352 2.4349
H 0.5022 1.0104 -0.6083
H 2.0633 0.7793 -1.0031
H 1.0811 -0.2051 -3.1090
H 0.5034 -1.4127 -2.0477
H -1.2913 0.3777 -1.7198
H -2.7062 -0.2810 -1.7353
O -2.2313 0.5423 -1.5252
*
```

***

9.
Entry from OMol25: 2 unconnected molecules or ions with the total composition C4H13NOS at a distorted geometry (ωB97M-V/def2-TZVPD).

Output
- ΔE to the lowest compared entry with this formula, charge and spin: 1.141 eV
- M: 123.22 g mol⁻¹
- SMILES: CN[C@@H](C)CS.O
- E_LUMO: 0.58 eV
- Gap between HOMO and LUMO: 9.32 eV

Geometry as ORCA input:
```
! RIJCOSX wB97M-V def2-TZVPD def2/J DEFGRID3
* xyz 0 1
C -1.3572 -0.6229 0.2808
N -0.0939 -0.2520 -0.3739
C 0.8403 0.6853 0.2552
C 0.5880 2.1223 -0.1850
C 0.7369 0.5454 1.7876
S 1.9908 1.5558 2.7111
H -1.9871 -1.2567 -0.3359
H -1.9270 0.2322 0.6668
H -1.0772 -1.3022 1.0944
H 0.4347 -1.0809 -0.5966
H 1.8710 0.3732 0.0096
H 1.3907 2.7968 0.0684
H -0.3839 2.4968 0.1519
H 0.3640 2.0459 -1.2592
H 0.8369 -0.4971 2.0931
H -0.2439 0.8835 2.1402
H 1.1969 1.6334 3.7715
O -1.3216 -3.6790 -4.2180
H -0.8287 -3.7973 -3.4133
H -1.0298 -2.8824 -4.6484
*
```

***

10.
Entry from OMol25: 2 unconnected molecules or ions with the total composition C4H13NOS at a distorted geometry (ωB97M-V/def2-TZVPD).

Output
- ΔE to the lowest compared entry with this formula, charge and spin: 2.264 eV
- M: 123.22 g mol⁻¹
- SMILES: CSCCCN.O
- E_LUMO: 0.85 eV
- Gap between HOMO and LUMO: 9.38 eV

Geometry as ORCA input:
```
! RIJCOSX wB97M-V def2-TZVPD def2/J DEFGRID3
* xyz 0 1
C -0.9362 -2.4152 -2.2751
S -1.1735 -2.4902 -0.5140
C -0.8472 -0.6742 -0.0457
C 0.5965 -0.2995 0.5101
C 0.6218 0.2946 1.8755
N 0.1025 1.6383 1.9425
H 0.0413 -2.7224 -2.3909
H -1.6774 -2.9389 -2.9730
H -0.8662 -1.3892 -2.8060
H -1.1097 -0.0707 -0.9285
H -1.5245 -0.5602 0.7903
H 1.0434 -1.3358 0.6388
H 0.9673 0.4234 -0.2485
H 1.6202 0.3418 2.4564
H 0.0600 -0.5291 2.4982
H -0.8363 1.8146 1.6191
H 0.0437 1.7854 3.0442
O 0.9344 3.2080 -1.1363
H 1.2867 3.1287 -0.2413
H 1.6535 2.7907 -1.8158
*
```